This record from the Open Molecules 2025 dataset describes a molecular structure, C41H37Cl3N10ReS. The level of theory is wB97M-V/def2-TZVPD.

Properties
* total charge: +2
* DFT total energy: -108535.8831 eV
* largest force on an atom: 0.8 eV/A
* spin multiplicity: 4
* Kohn-Sham gap (alpha / beta): 6.067 / 5.673 eV
* LUMO energy (alpha / beta): -6.782 / -7.614 eV

Cartesian coordinates (Å):
H -3.200 -0.642 -2.053
N -0.459 -1.581 -1.089
C -2.558 1.655 0.785
N -1.064 -2.091 1.395
H 5.897 1.711 0.183
C -1.753 3.348 -3.325
H -4.944 -0.634 -1.802
H -5.431 1.401 -0.963
C 0.748 -0.971 -5.079
H 2.892 -2.629 -1.663
N 4.001 1.495 0.159
C 2.587 -3.259 -0.838
H -2.470 -4.689 -0.185
N 0.628 -0.084 2.658
H 2.403 -6.504 0.109
C 2.057 -2.688 0.309
C -3.624 1.045 0.123
H -1.948 3.960 3.468
C -1.394 2.263 -2.387
C 1.668 -0.408 3.456
Cl -1.491 4.891 -2.528
H -4.607 -0.764 0.678
C -1.539 4.580 2.668
H -3.211 -5.184 2.175
C 5.522 -1.240 -3.043
C 4.931 -0.355 -2.162
H -0.645 5.072 3.049
H 7.528 0.032 -0.006
C -0.283 0.615 3.432
C 6.966 -0.337 -0.856
H -0.276 1.247 5.546
C -2.417 3.042 0.830
C -1.446 -2.931 0.419
N 1.907 -1.249 0.367
H -1.265 -2.977 -3.236
C 7.543 -1.237 -1.738
C 0.206 0.734 4.729
N -1.527 0.858 1.454
H 4.969 -1.574 -3.911
H 7.273 -2.386 -3.525
C -1.392 1.114 2.734
H -0.543 -2.619 -5.560
H -2.504 -3.624 3.991
N 3.013 -0.625 0.148
C 1.439 0.074 4.744
H 3.930 0.006 -2.348
H 2.514 -0.967 3.088
C 2.700 -4.639 -0.908
H -4.022 -2.067 -1.393
C -3.779 -0.450 0.033
H -2.137 1.727 3.232
C -2.207 -4.052 0.647
C 5.657 0.078 -1.060
N -1.055 -2.659 -0.910
C -1.217 3.760 1.417
H -2.277 5.351 2.452
C -0.153 -1.987 -4.775
C 1.794 -4.840 1.315
H -0.836 4.434 0.646
H -0.401 3.069 1.629
C -3.998 -0.975 -1.383
H 1.054 -0.809 -6.104
H 1.912 0.659 -4.304
C 2.904 0.721 0.132
C -2.221 -3.451 2.962
C -0.562 -2.191 -3.471
H -1.091 -1.663 3.411
H -5.257 3.858 -0.845
C -2.608 -4.313 1.953
C 0.820 -0.342 -2.761
C 1.665 -3.459 1.391
Re 0.074 -0.394 0.711
C -0.060 -1.370 -2.466
C -4.493 3.239 -0.395
C 2.301 -5.429 0.165
Cl -3.437 3.137 -3.777
H 1.517 -5.451 2.163
N -1.123 1.394 -1.692
H 3.104 -5.098 -1.800
S 1.377 1.527 0.167
H 8.556 -1.574 -1.572
C 1.230 -0.149 -4.071
H 2.109 -0.033 5.580
H -2.891 -0.907 0.449
H 1.164 0.323 -1.985
N 5.180 1.079 -0.160
H -3.316 4.897 0.267
C 6.820 -1.693 -2.829
C -3.412 3.818 0.239
H 1.312 -2.988 2.299
C -4.588 1.857 -0.461
Cl -0.703 3.193 -4.741
C -1.439 -2.348 2.651

Löwdin population analysis, charges in e, atoms 1 to 5: atom 1 (H): 0.063, atom 2 (N): -0.040, atom 3 (C): -0.199, atom 4 (N): -0.046, atom 5 (H): 0.172